(1)
Formula: C36H108N18O6P6
Source: the OMol25 dataset
Level of theory: wB97M-V/def2-TZVPD

Geometry (Å):
C: -5.02 -24.45 -15.96
N: -4.85 -25.86 -15.72
C: -6.06 -26.61 -15.32
P: -3.45 -26.73 -16.18
O: -3.39 -27.08 -17.63
N: -2.14 -25.81 -15.58
C: -2.20 -24.50 -14.94
C: -0.96 -25.99 -16.46
N: -3.38 -28.03 -15.17
C: -3.31 -29.41 -15.65
C: -3.46 -27.92 -13.74
H: -4.17 -24.16 -16.57
H: -5.00 -23.86 -15.03
H: -5.99 -24.13 -16.36
H: -6.38 -27.07 -16.26
H: -6.84 -25.90 -15.08
H: -5.88 -27.40 -14.60
H: -3.09 -24.61 -14.31
H: -1.39 -24.39 -14.21
H: -2.33 -23.68 -15.65
H: -0.94 -26.95 -16.97
H: -0.98 -25.28 -17.30
H: -0.06 -25.67 -15.93
H: -3.64 -29.41 -16.69
H: -2.30 -29.81 -15.61
H: -3.93 -30.02 -14.99
H: -3.26 -26.92 -13.37
H: -2.89 -28.69 -13.20
H: -4.47 -28.11 -13.33
C: 6.12 -12.81 -16.58
N: 6.14 -14.28 -16.57
C: 5.56 -14.90 -15.37
P: 6.29 -15.04 -18.09
O: 7.26 -14.50 -19.06
N: 6.66 -16.67 -17.74
C: 5.63 -17.65 -17.45
C: 7.97 -16.93 -17.14
N: 4.72 -15.04 -18.74
C: 4.63 -15.29 -20.17
C: 3.52 -15.24 -17.95
H: 6.82 -12.41 -17.31
H: 6.26 -12.44 -15.57
H: 5.14 -12.44 -16.92
H: 5.98 -15.88 -15.18
H: 4.50 -15.05 -15.58
H: 5.73 -14.24 -14.53
H: 4.98 -17.82 -18.31
H: 6.14 -18.59 -17.22
H: 5.06 -17.27 -16.60
H: 8.20 -17.99 -17.25
H: 8.81 -16.34 -17.50
H: 7.85 -16.97 -16.05
H: 3.71 -14.80 -20.50
H: 5.52 -14.83 -20.59
H: 4.61 -16.36 -20.43
H: 3.35 -14.30 -17.41
H: 3.56 -16.09 -17.27
H: 2.65 -15.13 -18.59
C: 2.20 -19.07 -14.87
N: 2.10 -18.90 -13.43
C: 0.76 -18.84 -12.88
P: 3.52 -19.04 -12.54
O: 4.77 -18.70 -13.26
N: 3.35 -18.27 -11.05
C: 2.21 -18.40 -10.17
C: 4.24 -17.17 -10.64
N: 3.59 -20.66 -11.99
C: 4.85 -21.02 -11.32
C: 2.86 -21.76 -12.57
H: 1.83 -20.04 -15.21
H: 3.21 -19.07 -15.27
H: 1.69 -18.21 -15.30
H: 0.03 -18.77 -13.69
H: 0.60 -17.88 -12.37
H: 0.54 -19.63 -12.16
H: 1.79 -19.41 -10.28
H: 2.55 -18.37 -9.13
H: 1.35 -17.80 -10.48
H: 5.01 -17.15 -11.42
H: 3.75 -16.21 -10.69
H: 4.78 -17.45 -9.73
H: 5.71 -20.72 -11.92
H: 4.87 -20.68 -10.29
H: 4.94 -22.10 -11.20
H: 2.84 -22.62 -11.89
H: 3.19 -21.98 -13.59
H: 1.80 -21.50 -12.56
C: 5.22 -26.86 -24.40
N: 6.58 -27.00 -23.94
C: 7.56 -26.51 -24.93
P: 6.81 -28.15 -22.73
O: 5.47 -28.59 -22.29
N: 7.84 -29.37 -23.42
C: 7.56 -29.77 -24.80
C: 8.36 -30.48 -22.65
N: 7.69 -27.41 -21.50
C: 8.75 -26.41 -21.62
C: 7.65 -28.13 -20.20
H: 4.54 -26.56 -23.59
H: 4.85 -27.85 -24.70
H: 5.00 -26.07 -25.12
H: 7.60 -25.43 -24.80
H: 7.22 -26.76 -25.94
H: 8.56 -26.90 -24.72
H: 6.78 -29.14 -25.24
H: 8.47 -29.56 -25.38
H: 7.28 -30.81 -24.99
H: 8.51 -30.13 -21.63
H: 7.65 -31.31 -22.63
H: 9.31 -30.80 -23.09
H: 8.26 -25.43 -21.71
H: 9.25 -26.31 -20.66
H: 9.44 -26.55 -22.45
H: 8.23 -29.05 -20.25
H: 6.68 -28.39 -19.78
H: 8.09 -27.61 -19.35
C: 3.05 -21.59 -17.70
N: 4.06 -22.29 -16.94
C: 5.38 -21.65 -16.88
P: 3.78 -23.96 -16.81
O: 2.37 -24.35 -16.94
N: 4.77 -24.63 -18.00
C: 4.13 -25.37 -19.08
C: 6.21 -24.66 -17.92
N: 4.40 -24.54 -15.33
C: 3.88 -25.84 -14.88
C: 5.42 -23.88 -14.53
H: 2.32 -21.14 -17.02
H: 2.67 -22.25 -18.48
H: 3.39 -20.73 -18.29
H: 5.30 -20.63 -16.48
H: 5.68 -21.51 -17.92
H: 6.07 -22.13 -16.20
H: 3.13 -25.01 -19.34
H: 4.70 -25.40 -20.00
H: 3.90 -26.41 -18.82
H: 6.50 -24.01 -17.10
H: 6.69 -25.64 -17.79
H: 6.71 -24.21 -18.79
H: 4.47 -26.09 -14.01
H: 2.82 -25.73 -14.64
H: 3.93 -26.66 -15.60
H: 5.19 -22.83 -14.35
H: 6.42 -23.98 -14.95
H: 5.40 -24.40 -13.57
C: 2.97 -29.71 -10.72
N: 2.99 -28.28 -10.91
C: 3.04 -27.82 -12.30
P: 2.25 -27.28 -9.77
O: 2.21 -27.75 -8.37
N: 3.30 -25.97 -9.91
C: 2.83 -24.71 -9.42
C: 4.76 -26.11 -9.80
N: 0.73 -26.89 -10.38
C: -0.21 -26.41 -9.35
C: 0.22 -26.93 -11.74
H: 3.50 -30.22 -11.54
H: 1.96 -30.09 -10.59
H: 3.61 -30.06 -9.90
H: 2.45 -28.44 -12.98
H: 4.06 -28.05 -12.66
H: 3.00 -26.75 -12.39
H: 1.78 -24.57 -9.72
H: 2.71 -24.64 -8.32
H: 3.36 -23.84 -9.82
H: 5.06 -26.91 -10.48
H: 5.23 -25.22 -10.20
H: 5.04 -26.30 -8.77
H: -1.18 -26.85 -9.57
H: 0.10 -26.69 -8.35
H: -0.28 -25.32 -9.42
H: 0.84 -26.34 -12.41
H: -0.71 -26.36 -11.81
H: 0.13 -27.94 -12.14

Properties
SMILES = CN(C)P(=O)(N(C)C)N(C)C.CN(C)P(=O)(N(C)C)N(C)C.CN(C)P(=O)(N(C)C)N(C)C.CN(C)P(=O)(N(C)C)N(C)C.CN(C)P(=O)(N(C)C)N(C)C.CN(C)P(=O)(N(C)C)N(C)C
electronic energy = -133927.9172 eV
HOMO = -8.2 eV
spin multiplicity = 1


(2)
Formula: C36H23BF2I3LaN5O
Source: the OMol25 dataset
Level of theory: wB97M-V/def2-TZVPD

Geometry (Å):
La: 0.78 0.09 0.74
C: -2.22 3.90 -3.27
C: -0.91 3.79 -2.81
C: -0.46 2.60 -2.26
C: -1.30 1.50 -2.14
C: -2.62 1.62 -2.61
C: -3.07 2.80 -3.17
N: -0.87 0.33 -1.50
C: -1.01 -0.84 -2.09
C: -1.12 -1.00 -3.52
C: -1.15 -2.23 -4.09
C: -1.14 -3.42 -3.31
C: -1.08 -3.32 -1.96
C: -1.00 -2.06 -1.31
N: -0.91 -1.93 0.03
N: -1.16 -2.98 0.73
C: -0.88 -2.89 2.07
C: -1.56 -3.77 2.93
C: -1.28 -3.74 4.28
C: -0.33 -2.85 4.76
C: 0.31 -2.03 3.85
N: 0.05 -2.03 2.54
H: -2.57 4.82 -3.70
H: -0.24 4.63 -2.89
H: 0.56 2.53 -1.90
H: -3.28 0.77 -2.50
H: -4.09 2.87 -3.51
H: -1.10 -0.11 -4.13
H: -1.16 -2.31 -5.17
H: -1.15 -4.38 -3.80
H: -1.06 -4.20 -1.33
H: -2.28 -4.45 2.50
H: -1.81 -4.40 4.96
H: -0.07 -2.81 5.81
H: 1.07 -1.33 4.18
I: 1.41 5.31 1.82
C: -0.03 4.16 2.82
C: -0.72 4.68 3.91
C: -1.65 3.91 4.56
I: -2.68 4.78 6.19
C: -1.93 2.59 4.15
C: -2.86 1.72 4.76
C: -3.07 0.48 4.25
C: -2.34 0.07 3.12
N: -1.44 0.83 2.54
C: -1.23 2.08 3.02
C: -0.25 2.88 2.31
O: 0.36 2.42 1.28
H: -0.51 5.69 4.25
H: -3.40 2.06 5.64
H: -3.78 -0.20 4.70
H: -2.51 -0.91 2.69
I: 3.18 2.22 -0.58
C: 3.51 0.86 -2.20
C: 4.21 1.37 -3.26
C: 4.55 0.53 -4.34
C: 4.21 -0.79 -4.29
C: 3.50 -1.33 -3.19
C: 3.22 -2.71 -3.12
C: 2.57 -3.22 -2.03
C: 2.13 -2.37 -1.00
C: 2.31 -1.00 -1.01
C: 3.08 -0.49 -2.11
H: 4.51 2.41 -3.27
H: 5.09 0.94 -5.18
H: 4.49 -1.46 -5.09
H: 3.54 -3.35 -3.93
H: 2.37 -4.29 -1.97
H: 1.63 -2.85 -0.16
F: 3.42 -0.93 2.25
B: 2.47 0.05 2.45
F: 2.79 0.67 3.63

Properties
charge = -1
electronic energy = -78481.6775 eV
HOMO (alpha / beta) = -4.6 / -4.5 eV
spin multiplicity = 1


(3)
Formula: C36H23Cl5GeN2OS3Sr
Source: the OMol25 dataset
Level of theory: wB97M-V/def2-TZVPD

Geometry (Å):
Sr: -2.07 -0.01 0.95
C: 1.03 -2.74 2.94
C: -0.08 -2.28 2.19
N: -0.74 -1.16 2.54
C: -0.28 -0.36 3.53
C: 0.89 -0.68 4.27
C: 1.58 -1.84 3.84
C: 1.35 0.09 5.37
C: 0.62 1.17 5.74
C: -0.60 1.56 5.05
C: -1.48 2.54 5.51
C: -2.65 2.84 4.82
C: -2.89 2.19 3.62
N: -2.05 1.23 3.14
C: -1.04 0.76 3.91
H: 1.51 -3.72 2.78
H: -0.44 -2.81 1.30
H: 2.53 -2.04 4.32
H: 2.26 -0.29 5.91
H: 0.93 1.78 6.63
H: -1.25 3.16 6.37
H: -3.31 3.64 5.17
H: -3.75 2.45 2.96
S: -5.57 2.76 -1.87
C: -4.09 2.23 -1.27
S: -3.18 2.89 0.04
S: -3.59 0.77 -1.96
Cl: -6.85 -4.10 -2.79
C: -5.50 -3.31 -2.10
C: -5.72 -2.57 -0.90
Cl: -7.25 -2.40 -0.12
C: -4.56 -2.21 -0.12
Cl: -4.63 -1.46 1.46
C: -3.24 -2.57 -0.56
O: -2.28 -2.22 0.20
C: -3.08 -3.30 -1.74
Cl: -1.54 -3.92 -2.18
C: -4.19 -3.58 -2.56
Cl: -3.97 -4.33 -4.14
C: 2.44 1.96 1.11
Ge: 1.66 0.75 -0.30
C: 3.28 -0.35 -0.79
C: 4.48 0.15 -1.29
C: 5.59 -0.65 -1.51
C: 5.57 -1.99 -1.11
C: 4.39 -2.47 -0.45
C: 3.26 -1.66 -0.37
C: 1.46 1.82 -1.98
C: 2.12 3.01 -2.07
C: 2.26 3.64 -3.36
C: 1.81 3.05 -4.50
C: 1.13 1.81 -4.42
C: 0.71 1.17 -5.61
C: 0.08 -0.03 -5.49
C: -0.44 -0.38 -4.22
C: -0.03 0.20 -3.04
C: 0.87 1.23 -3.14
H: 3.13 2.70 0.67
H: 3.02 1.24 1.74
H: 1.62 2.46 1.64
H: 4.59 1.23 -1.51
H: 6.44 -0.25 -2.06
H: 6.42 -2.64 -1.22
H: 4.39 -3.45 0.13
H: 2.35 -2.07 0.06
H: 2.68 3.46 -1.23
H: 2.81 4.61 -3.37
H: 2.04 3.42 -5.52
H: 0.88 1.70 -6.52
H: -0.30 -0.58 -6.34
H: -1.15 -1.21 -4.16
H: -0.41 -0.04 -2.04

Properties
charge = -1
electronic energy = -195205.2934 eV
HOMO (alpha / beta) = -3.5 / -3.5 eV
spin multiplicity = 2


(4)
Formula: C36H24BrClGaN4O
Source: the OMol25 dataset
Level of theory: wB97M-V/def2-TZVPD

Geometry (Å):
Ga: 11.43 12.36 11.58
Cl: 16.21 12.57 17.04
C: 14.83 12.54 16.02
C: 13.57 12.90 16.49
C: 12.49 12.89 15.66
C: 12.52 12.47 14.29
O: 11.46 12.39 13.57
C: 13.88 12.10 13.82
C: 14.11 11.80 12.47
N: 13.38 12.20 11.45
C: 13.91 12.23 10.13
C: 15.26 12.25 9.77
C: 15.66 12.18 8.43
C: 14.76 12.35 7.42
C: 13.40 12.49 7.70
C: 12.44 12.83 6.76
C: 11.09 13.07 7.14
C: 10.77 12.90 8.47
N: 11.67 12.48 9.39
C: 12.98 12.36 9.08
C: 14.97 12.17 14.71
H: 13.45 13.18 17.55
H: 11.51 13.27 16.05
H: 15.11 11.38 12.32
H: 15.98 12.28 10.60
H: 16.72 12.00 8.16
H: 15.14 12.48 6.39
H: 12.74 12.91 5.71
H: 10.31 13.35 6.41
H: 9.75 13.05 8.82
H: 15.99 11.96 14.31
C: 7.22 12.10 11.85
C: 6.81 13.37 11.45
C: 7.78 14.32 11.08
C: 9.11 14.01 11.35
C: 9.54 12.72 11.58
C: 8.59 11.77 11.90
C: 10.08 15.12 11.50
C: 9.57 16.44 11.68
C: 10.39 17.54 11.68
C: 11.78 17.32 11.63
C: 12.72 18.36 11.61
C: 14.09 18.08 11.55
C: 14.54 16.76 11.58
C: 13.66 15.71 11.69
C: 12.24 15.91 11.62
N: 11.38 14.85 11.54
H: 6.44 11.36 12.12
H: 5.76 13.67 11.36
H: 7.47 15.26 10.66
H: 8.94 10.80 12.24
H: 8.49 16.59 11.83
H: 9.95 18.52 11.69
H: 12.36 19.37 11.65
H: 14.79 18.92 11.45
H: 15.60 16.52 11.57
H: 14.02 14.68 11.92
Br: 9.39 7.40 9.10
C: 10.52 8.18 10.39
C: 11.13 7.30 11.31
C: 11.83 7.87 12.37
C: 11.79 9.27 12.51
N: 11.21 10.10 11.59
C: 10.60 9.57 10.52
H: 10.98 6.20 11.22
H: 12.36 7.23 13.10
H: 12.16 9.75 13.41
H: 10.11 10.23 9.80

Properties
charge = +1
electronic energy = -180667.1880 eV
HOMO (alpha / beta) = -10.4 / -10.4 eV
spin multiplicity = 1


(5)
Formula: C36H24Cl2N4NaO5PS
Source: the OMol25 dataset
Level of theory: wB97M-V/def2-TZVPD

Geometry (Å):
Na: -1.20 0.60 -0.34
Cl: 5.24 5.76 -0.11
C: 3.61 5.12 -0.10
C: 3.42 3.76 -0.24
C: 2.16 3.17 -0.25
N: 2.11 1.79 -0.43
C: 1.66 1.00 0.50
O: 1.74 -0.27 0.48
C: 1.12 1.49 1.83
C: 2.00 1.71 2.88
C: 1.50 1.99 4.14
C: 0.12 2.06 4.30
C: -0.68 1.85 3.20
N: -0.21 1.57 1.98
C: 1.01 4.01 -0.17
C: 1.23 5.39 0.01
C: 2.50 5.94 0.04
Cl: 2.67 7.67 0.25
N: -0.24 3.47 -0.43
C: -1.33 4.15 -0.09
O: -1.48 5.09 0.72
C: -2.57 3.72 -0.85
C: -3.61 4.64 -0.99
C: -4.72 4.31 -1.74
C: -4.78 3.05 -2.33
C: -3.72 2.19 -2.13
N: -2.64 2.51 -1.42
H: 4.28 3.11 -0.34
H: 3.07 1.64 2.71
H: 2.16 2.14 4.98
H: -0.32 2.29 5.26
H: -1.77 1.91 3.28
H: 0.38 6.04 0.13
H: -3.50 5.60 -0.49
H: -5.54 5.01 -1.86
H: -5.64 2.75 -2.92
H: -3.73 1.19 -2.55
O: -2.49 -0.87 0.82
S: -2.98 -1.47 -0.42
O: -4.43 -1.49 -0.54
O: -2.28 -0.93 -1.59
C: -2.48 -3.18 -0.40
C: -3.43 -4.19 -0.37
C: -3.03 -5.51 -0.45
C: -1.67 -5.81 -0.59
C: -0.73 -4.80 -0.60
C: -1.11 -3.46 -0.50
P: 0.10 -2.00 -0.32
C: 1.00 -2.84 1.06
C: 0.35 -2.80 2.29
C: 0.96 -3.31 3.43
C: 2.23 -3.87 3.35
C: 2.88 -3.92 2.13
C: 2.27 -3.40 0.99
C: 1.10 -2.32 -1.84
C: 0.46 -2.78 -3.00
C: 1.12 -2.82 -4.22
C: 2.44 -2.40 -4.31
C: 3.09 -1.93 -3.18
C: 2.42 -1.88 -1.96
H: -4.48 -3.92 -0.28
H: -3.76 -6.31 -0.43
H: -1.36 -6.84 -0.69
H: 0.32 -5.04 -0.70
H: -0.63 -2.34 2.35
H: 0.45 -3.25 4.38
H: 2.71 -4.26 4.24
H: 3.87 -4.35 2.06
H: 2.79 -3.44 0.04
H: -0.58 -3.07 -2.95
H: 0.60 -3.18 -5.10
H: 2.96 -2.42 -5.27
H: 4.11 -1.57 -3.25
H: 2.91 -1.44 -1.09

Properties
charge = -2
electronic energy = -103509.6783 eV
HOMO = -1.7 eV
spin multiplicity = 1


For the records above, the corresponding ΔE to the lowest compared entry with this formula, charge and spin values read 84.14, 93.69, 32.38, 0.00, 9.15 kcal/mol.